Record 1
14
Properties=species:S:1:pos:R:3:forces:R:3 method="wB97M-V/def2-TZVPD" largest_force_ev_per_a=4.30 gap_ev=9.35 e_above_lowest_kj_mol=20.81 lumo_energy_ev=0.398 smiles="Cc1cc(=O)[nH]cn1"
C -2.06950 0.62401 -0.10391 -2.6 0.1 0.6
C -0.65832 0.20853 0.05006 0.2 1.4 -0.2
C 0.41648 1.10514 0.03585 -3.9 -1.6 0.5
C 1.66327 0.57491 0.00868 1.2 -3.5 -0.5
O 2.68903 1.09414 -0.24431 2.9 1.4 -0.2
N 1.70746 -0.94863 0.12437 0.4 1.2 -0.1
C 0.61393 -1.68380 0.25363 -1.5 1.3 -1.1
N -0.61028 -1.11546 0.16042 2.6 -3.1 0.9
H -2.16607 1.71441 -0.19609 0.0 -0.2 0.3
H -2.69115 0.22993 0.87466 1.4 1.0 -2.7
H -2.53996 0.21841 -1.08352 0.8 0.2 1.8
H 0.25223 2.14402 -0.04805 0.0 0.9 -0.1
H 2.60736 -1.40107 -0.11997 -0.8 0.7 0.6
H 0.78552 -2.76456 0.28820 -0.6 0.3 0.2

Record 2
6
Properties=species:S:1:pos:R:3:forces:R:3 method="wB97M-V/def2-TZVPD" largest_force_ev_per_a=14.94 gap_ev="6.67 / 10.16" e_above_lowest_kj_mol=125.02 multiplicity=3 lumo_energy_ev="1.255 / -2.284" s2=2.007
C -0.62587 0.46851 -0.00343 -5.7 4.8 -0.4
C 0.41608 -0.33478 0.00150 8.9 -12.0 0.2
F 1.70618 0.05916 -0.06111 -0.7 0.8 -0.1
H -1.52165 -0.06189 0.09124 -1.6 0.3 0.2
H -0.39489 1.47974 0.00704 -0.6 1.9 0.1
H 0.42015 -1.61075 -0.03524 -0.3 4.1 0.0

Record 3
52
Properties=species:S:1:pos:R:3:forces:R:3 method="wB97M-V/def2-TZVPD" largest_force_ev_per_a=1.03 gap_ev=10.53 e_above_lowest_kj_mol=0.00 lumo_energy_ev=0.180 smiles=CCCC#N.CCCC#N.CCCC#N.ClCCCl.ClCCCl
C 5.86851 4.93628 -1.45952 0.0 0.4 0.0
C 5.32604 3.55837 -1.13521 0.0 0.1 0.4
C 4.89530 2.79090 -2.37758 -0.2 -0.1 -0.4
C 5.92916 2.73767 -3.41637 0.1 -0.1 0.0
N 6.72922 2.70312 -4.23969 0.0 0.0 0.1
H 6.72598 4.90524 -2.13149 0.0 -0.1 0.0
H 6.18473 5.45815 -0.55558 0.0 -0.1 0.0
H 5.09133 5.54724 -1.92698 0.1 0.0 -0.1
H 4.45550 3.67729 -0.48555 -0.1 -0.1 -0.1
H 6.04842 2.98539 -0.55014 0.1 -0.1 -0.2
H 4.02567 3.27063 -2.83880 0.0 0.0 0.1
H 4.59307 1.76408 -2.16351 0.0 0.0 0.1
C -2.39197 -0.38148 3.27212 0.2 0.0 -0.1
C -1.06418 -0.98174 3.72193 0.2 0.8 -0.2
C -0.98283 -2.49527 3.60155 -0.1 -0.2 -0.2
C -1.48211 -2.98197 2.30944 0.3 0.1 0.5
N -1.84579 -3.38156 1.30120 -0.2 -0.1 -0.1
H -2.36018 0.70466 3.35915 0.0 0.0 0.1
H -3.23853 -0.75293 3.84947 0.0 0.0 0.0
H -2.55598 -0.61397 2.21848 -0.1 0.0 0.0
H -0.81595 -0.67361 4.73906 -0.2 -0.2 0.1
H -0.26361 -0.53498 3.11973 -0.1 -0.1 -0.1
H -1.57383 -2.98400 4.37832 0.1 0.0 0.0
H 0.05420 -2.82455 3.67199 0.0 -0.1 0.2
C -1.59522 1.25572 -0.15296 -0.3 -0.8 -0.6
C -3.11503 1.11438 -0.03022 0.0 0.5 0.6
C -3.85216 1.77900 -1.19280 -0.1 -0.4 -0.3
C -5.30211 1.56870 -1.16635 0.4 0.1 0.1
N -6.43386 1.39800 -1.16537 -0.4 -0.1 0.1
H -1.11359 0.93691 0.76802 0.1 0.2 0.1
H -1.29620 2.26728 -0.42335 0.0 0.1 0.3
H -1.22708 0.60322 -0.95642 0.0 0.1 0.1
H -3.40661 1.56746 0.92612 -0.2 0.1 -0.2
H -3.44789 0.07822 0.05120 0.3 -0.1 -0.2
H -3.50713 1.31993 -2.12767 0.1 0.2 0.0
H -3.66599 2.85104 -1.25363 0.1 0.0 0.1
Cl 0.72901 -2.47368 -0.72688 0.1 -0.2 -0.4
C 1.34902 -1.27953 0.40268 0.2 0.5 0.4
C 1.89500 -0.05410 -0.31088 -0.4 0.0 -0.2
Cl 1.90147 1.30292 0.85276 0.3 0.1 0.0
H 2.11312 -1.72508 1.03682 0.0 -0.1 -0.1
H 0.52620 -0.96928 1.04091 -0.1 -0.1 0.0
H 1.24280 0.23946 -1.12995 0.0 0.0 0.0
H 2.89822 -0.19237 -0.70224 0.1 0.0 0.1
Cl -2.09162 -4.22903 -3.18657 0.0 0.0 -0.1
C -2.16235 -4.29307 -1.40392 -0.1 -0.2 0.0
C -3.20034 -5.26377 -0.90624 0.0 0.1 0.3
Cl -4.85597 -4.77805 -1.35955 0.0 0.0 -0.1
H -2.35120 -3.29818 -1.01642 0.0 0.0 -0.2
H -1.18977 -4.63176 -1.05243 0.0 0.1 0.0
H -3.17508 -5.25342 0.18310 0.1 0.0 -0.1
H -3.01777 -6.27390 -1.25978 -0.1 0.0 -0.2

Please write out number 3 again, unchanged.
52
Properties=species:S:1:pos:R:3:forces:R:3 method="wB97M-V/def2-TZVPD" largest_force_ev_per_a=1.03 gap_ev=10.53 e_above_lowest_kj_mol=0.00 lumo_energy_ev=0.180 smiles=CCCC#N.CCCC#N.CCCC#N.ClCCCl.ClCCCl
C 5.86851 4.93628 -1.45952 0.0 0.4 0.0
C 5.32604 3.55837 -1.13521 0.0 0.1 0.4
C 4.89530 2.79090 -2.37758 -0.2 -0.1 -0.4
C 5.92916 2.73767 -3.41637 0.1 -0.1 0.0
N 6.72922 2.70312 -4.23969 0.0 0.0 0.1
H 6.72598 4.90524 -2.13149 0.0 -0.1 0.0
H 6.18473 5.45815 -0.55558 0.0 -0.1 0.0
H 5.09133 5.54724 -1.92698 0.1 0.0 -0.1
H 4.45550 3.67729 -0.48555 -0.1 -0.1 -0.1
H 6.04842 2.98539 -0.55014 0.1 -0.1 -0.2
H 4.02567 3.27063 -2.83880 0.0 0.0 0.1
H 4.59307 1.76408 -2.16351 0.0 0.0 0.1
C -2.39197 -0.38148 3.27212 0.2 0.0 -0.1
C -1.06418 -0.98174 3.72193 0.2 0.8 -0.2
C -0.98283 -2.49527 3.60155 -0.1 -0.2 -0.2
C -1.48211 -2.98197 2.30944 0.3 0.1 0.5
N -1.84579 -3.38156 1.30120 -0.2 -0.1 -0.1
H -2.36018 0.70466 3.35915 0.0 0.0 0.1
H -3.23853 -0.75293 3.84947 0.0 0.0 0.0
H -2.55598 -0.61397 2.21848 -0.1 0.0 0.0
H -0.81595 -0.67361 4.73906 -0.2 -0.2 0.1
H -0.26361 -0.53498 3.11973 -0.1 -0.1 -0.1
H -1.57383 -2.98400 4.37832 0.1 0.0 0.0
H 0.05420 -2.82455 3.67199 0.0 -0.1 0.2
C -1.59522 1.25572 -0.15296 -0.3 -0.8 -0.6
C -3.11503 1.11438 -0.03022 0.0 0.5 0.6
C -3.85216 1.77900 -1.19280 -0.1 -0.4 -0.3
C -5.30211 1.56870 -1.16635 0.4 0.1 0.1
N -6.43386 1.39800 -1.16537 -0.4 -0.1 0.1
H -1.11359 0.93691 0.76802 0.1 0.2 0.1
H -1.29620 2.26728 -0.42335 0.0 0.1 0.3
H -1.22708 0.60322 -0.95642 0.0 0.1 0.1
H -3.40661 1.56746 0.92612 -0.2 0.1 -0.2
H -3.44789 0.07822 0.05120 0.3 -0.1 -0.2
H -3.50713 1.31993 -2.12767 0.1 0.2 0.0
H -3.66599 2.85104 -1.25363 0.1 0.0 0.1
Cl 0.72901 -2.47368 -0.72688 0.1 -0.2 -0.4
C 1.34902 -1.27953 0.40268 0.2 0.5 0.4
C 1.89500 -0.05410 -0.31088 -0.4 0.0 -0.2
Cl 1.90147 1.30292 0.85276 0.3 0.1 0.0
H 2.11312 -1.72508 1.03682 0.0 -0.1 -0.1
H 0.52620 -0.96928 1.04091 -0.1 -0.1 0.0
H 1.24280 0.23946 -1.12995 0.0 0.0 0.0
H 2.89822 -0.19237 -0.70224 0.1 0.0 0.1
Cl -2.09162 -4.22903 -3.18657 0.0 0.0 -0.1
C -2.16235 -4.29307 -1.40392 -0.1 -0.2 0.0
C -3.20034 -5.26377 -0.90624 0.0 0.1 0.3
Cl -4.85597 -4.77805 -1.35955 0.0 0.0 -0.1
H -2.35120 -3.29818 -1.01642 0.0 0.0 -0.2
H -1.18977 -4.63176 -1.05243 0.0 0.1 0.0
H -3.17508 -5.25342 0.18310 0.1 0.0 -0.1
H -3.01777 -6.27390 -1.25978 -0.1 0.0 -0.2